Below is one molecule with the formula C16H17ClN2O4S2, with properties calculated with ωB97M-V with the def2-TZVPD basis set.

The value obtained for the highest occupied orbital energy is -9.0 eV. Its charge is 0. As for the SMILES: O=C(/N=C1\S[C@H]2CS(=O)(=O)C[C@H]2N1c1cccc(Cl)c1)[C@H]1CCCO1. The frontier orbital gap comes out at 9.17 eV. The maximum force comes out at 1.08 eV Å⁻¹. The value obtained for the total energy is -2286.93640 a.u. Its energy relative to the best compared isomer or geometry (same formula, charge and spin) is 0.096 eV.

Structure (XYZ):
```
42
Properties=species:S:1:pos:R:3:nbo_charge:R:1
Cl -5.40697 1.22149 -1.87573 0.0107
S 2.07748 1.37347 -1.62131 0.2626
S 0.19222 -2.27916 -1.83702 2.1669
O 1.43723 3.17040 2.18890 -0.5769
O 0.30987 -3.53704 -2.51461 -0.9324
O -0.29854 -2.29525 -0.48939 -0.9442
O 2.13078 -0.15174 1.03918 -0.5580
N -0.37989 0.66961 -1.18645 -0.4813
N 0.52844 1.91066 0.54320 -0.5818
C -3.12800 0.23899 1.23567 -0.1803
C 0.64033 1.29875 -0.55400 0.4262
C -1.85356 0.28255 0.70324 -0.2049
C -4.04514 0.86182 -0.87508 -0.0174
C 2.36430 0.61780 3.26799 -0.4231
C 1.40813 -0.02355 -2.58976 -0.3365
C -1.67337 0.62449 -0.63093 0.2470
C 1.32346 -0.49888 3.23856 -0.4340
C 1.63855 -1.17551 1.90671 -0.0839
C -2.77621 0.92128 -1.42642 -0.2999
C 1.76266 -1.34777 -1.93846 -0.6996
C -0.79781 -1.10682 -2.83056 -0.6732
C -0.11209 0.20800 -2.53878 -0.0477
C 2.42042 1.01200 1.79162 -0.0019
C 1.42523 2.17521 1.50831 0.6497
C -4.23517 0.52271 0.45402 -0.2357
H 1.78620 0.05089 -3.60936 0.2510
H 2.46112 -1.94122 -2.51838 0.2610
H 2.08077 1.46573 3.88725 0.2467
H 1.40806 -1.18643 4.07641 0.2246
H -3.26490 -0.02894 2.27162 0.2231
H 2.43211 -1.92453 2.03233 0.1701
H 0.77825 -1.65036 1.42882 0.2183
H -0.99746 0.04235 1.30676 0.2303
H 3.40561 1.38779 1.48878 0.2138
H -0.70864 -1.39330 -3.87374 0.2557
H 0.31946 -0.07227 3.22848 0.2025
H -0.38972 0.98485 -3.26913 0.2213
H -5.23059 0.48263 0.86597 0.2312
H 3.33135 0.23553 3.59725 0.2077
H 2.12660 -1.21294 -0.92186 0.2920
H -2.65988 1.21253 -2.45838 0.2267
H -1.83071 -1.14578 -2.50170 0.2739
```